# 1
ORCA calculation (wB97M-V/def2-TZVPD) on a molecular structure, C3H3CuO2.

Values from the calculation:
E_HOMO (spin up / spin down) (eV): -14.5 / -14.5
Gap between HOMO and LUMO (spin up / spin down) (eV): 6.78 / 6.29
Expectation value of S²: 0.757
ΔE to the lowest compared entry with this formula, charge and spin (kJ/mol): 405.15
Net charge: +1
Multiplicity: 2

Structure (XYZ):
```
9
Properties=species:S:1:pos:R:3:forces:R:3
C -1.6537 -0.8708 0.5176 2.3418 2.3962 -1.7438
C -0.3473 -0.6664 -0.0676 -1.2790 -2.8904 -0.0145
H -2.1899 0.0996 0.4572 -1.0128 -0.6922 1.0588
H -0.8331 -0.3955 -1.0529 0.0178 -0.0423 -0.0649
H 0.2853 -1.5488 -0.2330 -0.1429 0.2273 0.1384
O -0.0940 1.3137 1.2117 -0.0959 -1.0204 -1.1895
C 0.4354 0.5694 0.4014 1.1882 2.7329 2.2507
Cu 2.7384 0.8431 -1.2484 2.6068 0.4953 -2.8970
O 1.6590 0.6557 0.0139 -3.6240 -1.2063 2.4618
```
Forces are in eV/Å.

These are the natural (NBO) partial charges, in e, on atoms 1 to 2: atom 1 (C): 0.586, atom 2 (C): -0.743


# 2
ORCA calculation (wB97M-V/def2-TZVPD) on 6 unconnected molecules or ions with the total composition C45H72F2NO19PS6.

Values from the calculation:
E_HOMO (eV): -8.4
Gap between HOMO and LUMO (eV): 7.58
SMILES: Cc1cc2c(c([PH2]=S)c1[C@@H](C)F)C(=O)c1c(CCO)c(OC[C@H](C)C(C)C)c(F)c(-c3ccccn3)c1C2=O.CCOS(C)(=O)=O.CCOS(C)(=O)=O.CCOS(C)(=O)=O.CCOS(C)(=O)=O.CCOS(C)(=O)=O

Structure (XYZ):
```
146
Properties=species:S:1:pos:R:3:forces:R:3
C 6.7392 -1.2140 2.2556 0.1725 0.0600 0.2666
C 5.2497 -1.2987 2.0920 -0.4769 0.1231 -0.2713
C 4.6853 -0.7245 0.9587 -0.0595 -0.4959 0.5765
C 3.3168 -0.7855 0.7680 -0.0790 0.2466 -0.1708
C 2.4567 -1.3973 1.6690 0.3137 0.2280 0.1556
C 2.9984 -1.9633 2.8315 0.6464 -0.5748 -0.0933
P 1.8906 -2.7347 4.0701 -0.7032 0.6632 0.2559
S 0.8515 -1.3903 5.0293 0.0521 0.0271 0.0140
C 4.3969 -1.9157 3.0273 -0.0021 -0.0030 -0.0223
C 5.0496 -2.5300 4.2458 -0.0453 0.3314 0.2872
C 4.6883 -1.8660 5.5742 -0.0441 -0.0741 -0.3683
F 4.7804 -3.9048 4.2752 -0.1888 -0.1757 0.0059
C 1.0041 -1.4746 1.2898 0.5405 0.3871 -0.1424
O 0.3513 -2.4236 1.6227 -0.6560 -0.6230 0.2055
C 0.4544 -0.3792 0.4390 0.3664 0.2186 -0.2902
C -0.9033 -0.0276 0.4610 -0.2753 0.0118 -0.0551
C -1.9750 -0.7376 1.2591 0.2245 0.1337 0.0964
C -1.7723 -0.8874 2.7684 0.0072 -0.3929 0.2894
O -2.0267 -2.2291 3.1817 -0.0227 -0.0093 -0.0307
C -1.3131 1.0099 -0.3806 0.3547 0.3299 -0.2278
O -2.6022 1.4694 -0.4506 0.2612 -0.2436 0.3715
C -3.0065 2.3620 0.6066 -0.0672 0.7484 -0.4857
C -1.9748 3.4327 0.9756 -0.6011 0.3464 0.9078
C -1.2438 3.0514 2.2685 0.2443 -0.0559 -0.1211
C -2.7158 4.7928 1.1477 1.0408 0.3157 0.3323
C -3.9660 4.7089 2.0391 -0.2446 -0.3316 -1.0872
C -1.7525 5.8385 1.7693 -0.6375 -0.5352 0.1953
C -0.3973 1.6111 -1.2497 -0.0630 -0.1955 0.1477
F -0.8465 2.5797 -2.0596 0.0177 -0.0213 0.0565
C 0.9345 1.2480 -1.3238 -0.1894 -0.1562 0.1344
C 1.8163 1.9716 -2.2960 -0.3302 -0.4566 0.2941
C 2.0049 1.4282 -3.5602 0.1784 0.3042 -0.3500
C 2.8269 2.0992 -4.4474 -0.1915 -0.0149 0.6516
C 3.4006 3.2750 -3.9916 0.4367 0.3723 -0.4891
C 3.1353 3.7557 -2.7258 -0.3195 -0.4362 0.0343
N 2.3377 3.1112 -1.8638 0.2542 0.1447 -0.2283
C 1.3562 0.2371 -0.4508 -0.6030 0.4138 -0.0807
C 2.7654 -0.2133 -0.4892 -0.1241 -0.3274 0.5649
O 3.4520 -0.1626 -1.4738 0.3842 0.2582 -0.7010
H 7.2028 -0.7679 1.3835 -0.0437 0.0715 -0.1791
H 7.0029 -0.5885 3.1085 0.0395 0.0277 0.0878
H 7.2101 -2.1816 2.4112 -0.0343 -0.1403 -0.0141
H 5.3220 -0.2672 0.2204 -0.0533 0.1231 -0.2059
H 1.1552 -3.6913 3.3626 0.2262 -0.1310 0.1179
H 2.6639 -3.4540 4.9752 0.2542 -0.2303 -0.3270
H 6.1248 -2.4645 4.1577 0.1663 -0.1083 -0.1752
H 3.7078 -1.3992 5.5801 -0.1587 -0.0427 0.0383
H 4.7450 -2.6095 6.3640 0.0949 -0.0054 0.1593
H 5.4196 -1.0828 5.7532 0.0636 0.0906 0.1825
H -2.9060 -0.2142 1.1020 -0.2940 -0.0535 -0.2997
H -2.0725 -1.7422 0.8560 -0.0371 -0.1445 -0.0173
H -0.7591 -0.6573 3.0797 0.0864 0.0468 -0.0197
H -2.4327 -0.2318 3.3366 -0.0159 0.2832 -0.1324
H -2.9356 -2.2887 3.4828 -0.0383 -0.0159 0.0545
H -3.8914 2.8557 0.2161 -0.1113 -0.1384 -0.2638
H -3.3345 1.8240 1.4935 0.1610 -0.3506 0.1027
H -1.2607 3.6100 0.1761 0.0685 -0.2857 -0.1922
H -1.8366 3.2971 3.1459 -0.1800 -0.0245 0.1045
H -0.2990 3.5742 2.3772 0.1279 0.0906 -0.0248
H -1.0209 1.9887 2.3206 0.0291 -0.1499 -0.0664
H -2.9474 5.1279 0.1368 -0.3994 0.0199 -0.0300
H -4.1096 5.6210 2.6046 -0.0366 0.0670 0.1835
H -3.9246 3.8429 2.6926 0.1017 0.0792 0.4059
H -4.8503 4.5597 1.4201 -0.1715 0.0629 0.0504
H -1.9237 5.7849 2.8424 0.3677 0.1307 0.2319
H -2.0123 6.8476 1.4652 0.0765 0.1196 -0.1822
H -0.7068 5.6164 1.5853 0.1480 0.1983 -0.2420
H 1.5296 0.5052 -3.8460 -0.0869 -0.1779 0.1136
H 3.0282 1.7224 -5.4352 -0.0020 0.0085 -0.1617
H 4.0670 3.8301 -4.6367 0.0181 0.0650 -0.0538
H 3.5708 4.6854 -2.3939 0.0448 0.1148 0.1380
C -1.7559 6.3320 -3.2466 -0.1903 0.0257 0.0854
C -1.3128 7.7623 -3.0095 0.3677 -0.4052 0.0170
O -2.4013 8.7076 -3.1154 -0.0647 0.0845 -0.0058
S -3.4076 8.7997 -1.8879 0.0776 0.1666 -0.3640
C -4.1999 10.2974 -2.3618 0.0144 0.0701 -0.0147
O -2.6489 9.0062 -0.6919 -0.0571 -0.1360 0.1477
O -4.3470 7.7257 -1.9720 -0.0362 -0.0559 0.2053
H -2.4082 5.9806 -2.4480 0.0223 -0.0027 0.0078
H -0.8863 5.6753 -3.2898 0.0395 0.0409 -0.0089
H -2.3092 6.2520 -4.1823 0.0506 -0.0019 -0.0343
H -0.8272 7.8741 -2.0390 -0.1080 0.0734 0.0381
H -0.5982 8.0685 -3.7709 -0.1124 0.1511 -0.0425
H -3.4708 11.1023 -2.3397 0.0134 -0.0106 0.0028
H -4.9931 10.4817 -1.6409 0.0099 -0.0501 0.0288
H -4.6162 10.1707 -3.3572 -0.0043 -0.0286 0.0019
C -8.7334 -1.1145 -2.8351 0.1042 0.1604 0.1183
C -7.5759 -2.0866 -2.9457 -0.4989 -0.1889 0.0305
O -6.3026 -1.4188 -3.0644 0.1305 0.0497 0.0240
S -5.6648 -0.8008 -1.7445 0.1646 -0.0288 -0.3653
C -4.0439 -0.5347 -2.3534 0.1160 -0.1159 -0.0001
O -5.6335 -1.8207 -0.7348 -0.0571 0.1776 0.0588
O -6.2824 0.4577 -1.4624 -0.0378 -0.0185 0.1663
H -8.7026 -0.5662 -1.8945 0.0009 -0.0216 0.0038
H -9.6785 -1.6556 -2.8851 0.0247 -0.0498 -0.0366
H -8.6985 -0.3845 -3.6434 -0.0261 -0.0453 -0.0445
H -7.5499 -2.7765 -2.1004 0.1109 0.0638 0.0372
H -7.6684 -2.6827 -3.8513 0.1760 0.0520 -0.0496
H -3.5996 -1.4962 -2.5989 -0.0445 -0.0095 -0.0033
H -3.4986 -0.0456 -1.5444 -0.1273 -0.0175 -0.1473
H -4.0912 0.1104 -3.2268 -0.0289 0.0391 0.0330
C 6.9144 -6.2615 5.1509 0.0084 0.0817 0.2285
C 6.7739 -7.7544 5.3654 -0.1625 0.2097 -0.4966
O 7.2915 -8.1792 6.6444 0.0601 -0.0705 0.1281
S 6.3988 -7.8973 7.9297 0.2747 -0.1721 -0.0809
C 7.2694 -8.9479 9.0404 0.0440 -0.0575 0.0075
O 5.0861 -8.4169 7.6994 -0.1238 0.1117 0.0104
O 6.5727 -6.5375 8.3356 -0.1282 0.0554 0.0539
H 6.2711 -5.7027 5.8283 -0.0277 -0.0042 -0.0313
H 6.6364 -6.0009 4.1299 -0.0086 -0.0610 -0.0189
H 7.9415 -5.9437 5.3334 0.0234 -0.0395 -0.0601
H 5.7365 -8.0764 5.2651 -0.0023 -0.0208 0.1467
H 7.3577 -8.3005 4.6269 0.0978 -0.0955 0.1511
H 7.1681 -9.9755 8.7032 -0.0070 0.0050 -0.0159
H 6.8155 -8.8216 10.0205 -0.0391 0.0402 -0.0177
H 8.3119 -8.6426 9.0651 -0.0051 0.0230 -0.0063
C -6.2730 -4.3319 1.1041 -0.2096 -0.3147 0.0612
C -4.8366 -4.6850 1.4220 -0.0935 0.3933 -0.4316
O -4.7118 -5.5620 2.5665 0.0103 -0.0831 0.1143
S -5.0408 -7.1002 2.3624 0.1735 0.2383 0.2600
C -4.3293 -7.6780 3.8648 0.0496 -0.0032 0.0477
O -4.2850 -7.5918 1.2507 -0.1053 -0.0719 -0.1333
O -6.4565 -7.2963 2.4098 -0.0486 -0.1163 -0.1066
H -6.8269 -5.2029 0.7522 0.0345 -0.0230 0.0279
H -6.2990 -3.5695 0.3293 0.0690 -0.0034 0.0905
H -6.7837 -3.9571 1.9918 0.0401 0.0574 0.0010
H -4.3353 -5.1345 0.5639 0.0113 -0.1200 0.0790
H -4.2799 -3.7893 1.6912 0.0823 -0.0917 0.1471
H -3.2596 -7.4913 3.8405 -0.0021 0.0182 -0.0119
H -4.5292 -8.7455 3.9234 -0.0304 -0.0009 -0.0487
H -4.8003 -7.1598 4.6954 -0.0174 0.0065 -0.0108
C 3.9476 0.7010 -10.6503 -0.2090 0.0087 0.1009
C 4.4344 2.0560 -10.1779 0.3677 -0.4077 -0.0795
O 3.3657 3.0218 -10.0738 -0.0988 0.1214 0.0276
S 2.4006 2.9251 -8.8163 0.0396 0.2381 -0.2903
C 1.6404 4.5009 -8.9924 0.0103 0.0710 -0.0145
O 3.1992 2.9039 -7.6269 0.0109 -0.1366 0.1050
O 1.4275 1.9033 -9.0406 -0.0196 -0.0875 0.1481
H 3.3144 0.2238 -9.9036 0.0206 0.0035 0.0095
H 4.7988 0.0485 -10.8445 0.0419 0.0489 -0.0152
H 3.3615 0.8016 -11.5635 0.0587 0.0053 -0.0390
H 4.9560 1.9846 -9.2224 -0.1100 0.0684 0.0575
H 5.1293 2.4807 -10.8994 -0.1112 0.1604 -0.0096
H 2.3941 5.2716 -8.8585 0.0139 -0.0127 -0.0040
H 0.8777 4.5748 -8.2204 0.0085 -0.0571 0.0204
H 1.1871 4.5604 -9.9780 -0.0039 -0.0248 -0.0030
```
Forces are in eV/Å.

These are the Löwdin partial charges, in e, on atoms 1 to 2: atom 1 (C): -0.036, atom 2 (C): -0.177